Density functional theory data (the ωB97M-V functional and the def2-TZVPD basis) for a molecular structure, C41H31BF2GeIPPt.

Calculated values
**HOMO level (spin up / spin down)**: 0.339 / -1.663 eV
**LUMO level (spin up / spin down)**: 4.288 / 4.208 eV

Structure (ORCA input):
```
! wB97M-V def2-TZVPD RIJCOSX def2/J DEFGRID3
* xyz -2 3
Pt -0.181 0.708 -1.084
I -0.864 -0.623 -3.377
C 0.505 -2.223 -3.708
C -0.112 -3.389 -4.173
C 0.665 -4.464 -4.561
C 2.047 -4.350 -4.554
C 2.686 -3.175 -4.096
C 4.086 -3.035 -4.183
C 4.717 -1.850 -3.784
C 3.994 -0.875 -3.141
C 2.598 -1.007 -2.912
P 1.951 -0.048 -1.521
C 2.746 1.599 -1.814
C 3.870 2.068 -1.141
C 4.387 3.329 -1.411
C 3.796 4.139 -2.366
C 2.671 3.682 -3.044
C 2.150 2.431 -2.766
C 2.919 -0.670 -0.093
C 2.708 -0.038 1.137
C 3.310 -0.512 2.289
C 4.112 -1.647 2.242
C 4.294 -2.305 1.034
C 3.699 -1.824 -0.126
C 1.894 -2.096 -3.540
H -1.191 -3.439 -4.237
H 0.185 -5.378 -4.895
H 2.670 -5.168 -4.900
H 4.668 -3.850 -4.600
H 5.782 -1.719 -3.950
H 4.498 0.006 -2.761
H 4.344 1.447 -0.390
H 5.262 3.680 -0.874
H 4.195 5.124 -2.575
H 2.192 4.311 -3.785
H 1.257 2.093 -3.275
H 2.043 0.821 1.165
H 3.147 -0.011 3.237
H 4.586 -2.022 3.142
H 4.904 -3.200 0.992
H 3.842 -2.348 -1.062
F -1.979 4.249 0.924
B -1.021 3.497 0.260
F -0.054 4.339 -0.212
C -1.060 2.023 0.150
Ge -2.329 1.119 1.263
C -2.084 1.291 3.249
C -0.948 1.869 3.808
C -0.772 1.925 5.186
C -1.734 1.390 6.031
C -2.876 0.811 5.491
C -3.045 0.768 4.115
C -4.282 1.609 1.212
C -4.644 2.838 1.768
C -5.959 3.276 1.763
C -6.955 2.488 1.199
C -6.618 1.258 0.653
C -5.296 0.829 0.661
C -2.330 -0.870 1.087
C -1.822 -1.694 2.091
C -1.832 -3.077 1.967
C -2.354 -3.672 0.827
C -2.853 -2.871 -0.190
C -2.832 -1.490 -0.058
H -0.194 2.279 3.141
H 0.120 2.383 5.601
H -1.596 1.418 7.106
H -3.635 0.392 6.144
H -3.938 0.316 3.694
H -3.874 3.461 2.211
H -6.208 4.242 2.189
H -7.984 2.828 1.187
H -7.385 0.634 0.205
H -5.057 -0.143 0.243
H -1.400 -1.248 2.984
H -1.417 -3.691 2.759
H -2.352 -4.751 0.727
H -3.245 -3.322 -1.095
H -3.188 -0.876 -0.879
*
```


Density functional theory data (the ωB97M-V functional and the def2-TZVPD basis) for a molecular structure, C24H58InO10S at a distorted geometry.

Calculated values
**HOMO level**: -4.518 eV
**LUMO level**: 2.112 eV

Structure (ORCA input):
```
! wB97M-V def2-TZVPD RIJCOSX def2/J DEFGRID3
* xyz -1 1
C 9.415 -0.410 -1.423
C 9.004 0.794 -2.381
O 8.272 0.517 -3.361
O 9.425 2.141 -2.253
C 9.168 2.682 -0.932
C 7.593 2.979 -0.663
C 7.030 4.066 -1.690
C 5.433 4.234 -1.694
C 4.608 2.923 -1.288
C 4.801 1.670 -2.265
In 3.052 0.189 -2.146
S 1.544 0.690 -0.209
H 10.109 -0.130 -0.568
H 9.945 -1.188 -2.084
H 8.442 -0.910 -1.074
H 9.808 3.631 -0.833
H 9.528 1.963 -0.110
H 7.532 3.435 0.381
H 7.082 1.964 -0.707
H 7.460 5.083 -1.347
H 7.452 3.923 -2.754
H 5.145 5.095 -0.984
H 5.139 4.611 -2.746
H 4.813 2.674 -0.179
H 3.493 3.216 -1.326
H 4.838 2.022 -3.355
H 5.737 1.049 -2.076
H 2.066 0.292 -3.653
H 3.773 -1.471 -2.107
H 2.273 1.016 0.929
C -1.279 0.004 3.600
O -1.939 0.337 2.389
C -1.496 -0.461 1.290
C -2.481 -1.586 0.988
O -2.535 -2.533 2.057
C -3.665 -2.343 2.894
H -1.841 0.444 4.427
H -1.224 -1.076 3.754
H -0.269 0.427 3.599
H -0.493 -0.857 1.475
H -1.438 0.198 0.420
H -2.136 -2.124 0.101
H -3.478 -1.187 0.772
H -4.561 -2.734 2.399
H -3.816 -1.290 3.147
H -3.503 -2.901 3.818
C -1.426 6.784 0.295
O -0.622 5.688 0.703
C -0.608 4.634 -0.261
C 0.663 4.667 -1.104
O 0.715 5.837 -1.923
C 1.557 6.841 -1.380
H -1.181 7.640 0.928
H -1.245 7.059 -0.746
H -2.484 6.538 0.433
H -1.500 4.675 -0.896
H -0.635 3.692 0.294
H 0.659 3.805 -1.777
H 1.555 4.595 -0.472
H 2.606 6.579 -1.555
H 1.389 6.984 -0.309
H 1.341 7.781 -1.893
C -4.378 -5.247 5.947
O -5.039 -4.912 4.736
C -4.598 -5.707 3.637
C -5.583 -6.831 3.334
O -5.636 -7.779 4.399
C -6.766 -7.590 5.238
H -4.939 -4.808 6.774
H -4.323 -6.327 6.100
H -3.368 -4.824 5.946
H -3.594 -6.103 3.821
H -4.542 -5.046 2.767
H -5.239 -7.369 2.445
H -6.581 -6.432 3.120
H -7.662 -7.980 4.745
H -6.916 -6.538 5.494
H -6.602 -8.150 6.161
C -4.259 -2.727 -5.399
O -5.389 -2.820 -4.543
C -5.065 -3.381 -3.272
C -4.914 -2.299 -2.208
O -3.789 -1.463 -2.473
C -4.162 -0.228 -3.068
H -4.511 -2.058 -6.224
H -3.384 -2.326 -4.882
H -4.023 -3.715 -5.808
H -4.160 -3.995 -3.338
H -5.895 -4.037 -2.992
H -4.734 -2.781 -1.241
H -5.829 -1.703 -2.120
H -4.575 0.440 -2.306
H -4.890 -0.363 -3.872
H -3.265 0.232 -3.487
*
```


Density functional theory data (the ωB97M-V functional and the def2-TZVPD basis) for a molecular structure, C8H18Cl2N2O3PPb at a distorted geometry.

Calculated values
**HOMO level (spin up / spin down)**: -18.884 / -18.880 eV
**LUMO level (spin up / spin down)**: -14.687 / -14.751 eV

Structure (ORCA input):
```
! wB97M-V def2-TZVPD RIJCOSX def2/J DEFGRID3
* xyz 3 1
C -1.897 0.301 -2.450
C -0.664 -0.250 -2.043
H -2.185 -0.040 -3.463
H -1.822 1.403 -2.412
H -2.646 0.016 -1.692
O 0.391 -0.715 -2.258
Cl -2.234 1.706 0.499
Pb 0.116 0.512 1.073
P -1.431 -2.010 1.057
C -0.622 -3.633 1.008
C -2.062 -1.954 2.781
H -3.578 -1.382 0.169
H -3.533 -3.147 0.531
H -2.704 -2.494 -0.926
C -2.967 -2.295 0.122
H -2.436 -0.941 3.007
H -2.878 -2.687 2.905
H -1.325 -4.439 1.263
H 0.207 -3.639 1.724
H -1.233 -2.177 3.469
H -0.221 -3.816 0.005
C 1.864 -1.565 0.288
O 2.788 -2.210 0.103
Cl 1.010 0.623 3.477
C 2.512 4.618 0.086
N 3.066 3.565 -0.751
C 2.499 2.355 -0.900
N 3.109 1.441 -1.718
O 1.443 2.045 -0.263
H 1.639 4.239 0.636
H 2.199 5.475 -0.523
H 3.258 4.971 0.809
H 3.929 3.738 -1.262
H 2.564 0.635 -2.005
H 3.843 1.752 -2.348
*
```


Density functional theory data (the ωB97M-V functional and the def2-TZVPD basis) for a molecular structure, C10H26FO8S2Zn at a distorted geometry.

Calculated values
**HOMO level**: -4.448 eV
**LUMO level**: 2.626 eV

Structure (ORCA input):
```
! wB97M-V def2-TZVPD RIJCOSX def2/J DEFGRID3
* xyz -1 1
Zn -0.190 -0.578 0.006
C -0.969 2.618 2.521
C -0.216 1.759 1.508
O -0.646 0.434 1.600
H -0.469 3.570 2.752
H -1.052 2.063 3.456
H -1.967 2.896 2.161
H 0.861 1.803 1.791
H -0.286 2.182 0.489
C 2.397 1.546 -1.453
C 1.747 0.339 -2.162
O 0.517 0.012 -1.668
H 2.219 1.539 -0.376
H 2.018 2.473 -1.888
H 3.492 1.518 -1.560
H 2.446 -0.527 -2.071
H 1.697 0.581 -3.239
F -1.005 -2.324 0.110
O -2.203 0.227 -0.837
S -3.027 0.707 -1.881
O -3.115 0.090 -3.155
O -4.510 0.769 -1.287
C -4.597 0.824 0.152
C -6.063 0.945 0.536
C -2.694 2.432 -2.065
H -4.036 1.685 0.535
H -4.121 -0.032 0.627
H -6.125 1.243 1.582
H -6.534 -0.039 0.462
H -6.617 1.632 -0.100
H -1.735 2.554 -2.558
H -2.654 2.838 -1.056
H -3.519 2.873 -2.620
O 1.666 -2.749 2.762
S 2.046 -2.648 1.402
O 1.632 -1.551 0.614
O 3.621 -2.689 1.356
C 4.251 -2.173 0.148
C 5.696 -1.884 0.498
C 1.584 -4.127 0.568
H 3.734 -1.269 -0.168
H 4.127 -2.930 -0.628
H 6.101 -1.082 -0.113
H 6.304 -2.785 0.415
H 5.716 -1.568 1.541
H 2.161 -4.210 -0.349
H 0.509 -4.043 0.396
H 1.808 -4.947 1.247
*
```


Density functional theory data (the ωB97M-V functional and the def2-TZVPD basis) for C23H19N5O3 in the gas phase at a distorted geometry.

Calculated values
**HOMO level**: -7.704 eV
**SMILES**: COc1cc(/C=N/NC(=O)c2nc(-c3ccccc3)n(-c3ccccc3)n2)ccc1O
**LUMO level**: 0.180 eV

Structure (ORCA input):
```
! wB97M-V def2-TZVPD RIJCOSX def2/J DEFGRID3
* xyz 0 1
C 7.427 2.919 -0.004
O 7.836 1.575 0.006
C 6.862 0.599 0.005
C 5.501 0.820 -0.003
C 4.611 -0.261 -0.003
C 3.188 -0.012 -0.011
N 2.348 -0.968 -0.013
N 1.040 -0.693 -0.019
C 0.081 -1.672 -0.012
O 0.297 -2.858 -0.003
C -1.265 -1.055 -0.017
N -1.451 0.290 -0.026
C -2.759 0.439 -0.013
C -3.439 1.723 0.069
C -2.928 2.804 -0.645
C -3.540 4.041 -0.561
C -4.656 4.211 0.242
C -5.153 3.143 0.971
C -4.550 1.902 0.890
N -3.345 -0.791 -0.009
C -4.697 -1.162 -0.078
C -5.600 -0.432 -0.843
C -6.922 -0.834 -0.895
C -7.340 -1.962 -0.206
C -6.429 -2.700 0.532
C -5.105 -2.306 0.598
N -2.395 -1.728 -0.003
C 5.112 -1.562 0.004
C 6.473 -1.785 0.012
C 7.359 -0.717 0.013
O 8.695 -0.943 0.021
H 6.847 3.153 -0.903
H 8.343 3.507 -0.003
H 6.838 3.164 0.885
H 5.105 1.824 -0.009
H 2.861 1.037 -0.014
H 0.712 0.278 -0.019
H -2.056 2.657 -1.264
H -3.145 4.874 -1.123
H -5.133 5.177 0.305
H -6.014 3.278 1.609
H -4.932 1.077 1.472
H -5.270 0.434 -1.395
H -7.626 -0.268 -1.485
H -8.373 -2.269 -0.253
H -6.749 -3.586 1.058
H -4.376 -2.871 1.156
H 4.412 -2.381 0.003
H 6.877 -2.784 0.018
H 9.144 -0.085 0.021
*
```


Density functional theory data (the ωB97M-V functional and the def2-TZVPD basis) for a molecular structure, C36H41ClCrGeN6O7P.

Calculated values
**HOMO level (spin up / spin down)**: -6.698 / -8.622 eV
**LUMO level (spin up / spin down)**: 0.364 / -0.538 eV

Structure (ORCA input):
```
! wB97M-V def2-TZVPD RIJCOSX def2/J DEFGRID3
* xyz 0 6
Cr -0.139 -0.336 -0.605
N 0.972 -1.796 0.944
C 1.769 -2.744 0.165
C 1.476 -2.688 -1.340
O 1.948 -3.554 -2.060
O 0.744 -1.697 -1.746
H 1.494 -1.376 1.701
H 0.161 -2.206 1.388
H 1.652 -3.780 0.489
H 2.829 -2.508 0.280
C 2.404 -2.275 5.751
C 3.485 -1.572 5.236
C 3.276 -0.516 4.357
C 1.983 -0.138 3.984
C 0.904 -0.871 4.493
C 1.113 -1.922 5.376
Ge 1.697 1.297 2.701
C 3.407 2.088 2.198
C 4.341 1.344 1.474
C 5.570 1.883 1.119
C 5.884 3.188 1.473
C 4.964 3.946 2.185
C 3.738 3.400 2.544
C 0.534 2.683 3.416
C 0.290 3.841 2.672
C -0.521 4.852 3.171
C -1.133 4.707 4.411
C -0.915 3.554 5.153
C -0.086 2.554 4.661
H 2.566 -3.100 6.434
H 4.495 -1.844 5.519
H 4.133 0.030 3.978
H -0.107 -0.645 4.169
H 0.265 -2.475 5.762
H 4.110 0.326 1.177
H 6.280 1.285 0.559
H 6.840 3.614 1.192
H 5.203 4.964 2.469
H 3.038 4.006 3.110
H 0.753 3.967 1.697
H -0.669 5.758 2.596
H -1.768 5.494 4.800
H -1.383 3.436 6.123
H 0.090 1.670 5.265
N 1.731 2.258 -1.022
C 2.813 2.757 -1.633
C 3.644 1.696 -1.928
C 2.952 0.573 -1.456
N 1.796 0.922 -0.903
H 0.822 2.699 -0.808
H 2.918 3.817 -1.805
H 4.613 1.730 -2.397
H 3.242 -0.466 -1.488
Cl -2.676 -5.607 -1.131
C -2.944 -3.921 -0.879
C -4.214 -3.386 -0.930
C -4.362 -2.029 -0.723
C -3.232 -1.264 -0.477
N -2.011 -1.785 -0.438
C -1.862 -3.085 -0.640
H -5.064 -4.026 -1.130
H -5.336 -1.561 -0.753
H -3.303 -0.196 -0.315
H -0.859 -3.490 -0.629
C -1.437 -1.685 -4.011
O -1.550 -0.252 -4.043
P -1.262 0.734 -2.796
O -0.644 1.994 -3.591
C 0.610 1.744 -4.242
O -2.736 1.316 -2.485
C -3.791 1.291 -3.446
H -1.757 -2.034 -4.990
H -2.097 -2.106 -3.249
H -0.420 -1.994 -3.796
H 1.102 2.703 -4.368
H 0.441 1.278 -5.211
H 1.251 1.096 -3.636
H -4.630 1.818 -2.998
H -4.080 0.265 -3.676
H -3.499 1.791 -4.369
C -3.040 4.227 0.451
N -2.602 2.934 0.963
C -3.144 2.399 2.100
C -2.724 1.229 2.593
C -1.677 0.500 1.888
O -1.243 -0.570 2.319
N -1.185 1.052 0.716
C -1.549 2.302 0.320
O -1.017 2.905 -0.625
H -3.993 4.472 0.917
H -3.158 4.172 -0.627
H -2.314 5.005 0.679
H -3.925 2.988 2.564
H -3.136 0.804 3.496
*
```